30
Properties=species:S:1:pos:R:3:forces:R:3:nbo_charge:R:1 method="wB97M-V/def2-TZVPD" e_homo_ha=-0.239 orbital_gap_ev=7.175
C 2.288 1.022 -0.373 -1.003 -1.129 0.077 0.818
C -2.531 -0.447 0.127 0.045 0.029 -0.089 -0.392
C -2.469 -1.714 -0.726 -0.030 0.093 0.054 -0.606
N 1.808 1.618 0.715 -0.282 0.290 0.186 -0.778
N 3.583 0.549 -0.347 0.260 -1.034 0.703 -0.950
O 1.693 1.421 -1.504 0.194 -0.016 -0.100 -0.669
H 1.927 0.788 -2.199 -0.098 0.103 0.163 0.504
H 0.828 1.861 0.728 0.046 -0.082 0.012 0.411
H 2.240 1.381 1.594 0.021 0.039 -0.139 0.416
H 3.276 -0.465 -0.069 1.265 1.505 -1.056 0.464
H 4.063 0.724 -1.225 0.048 -0.447 0.133 0.375
H -2.135 -0.663 1.124 -0.005 0.014 -0.009 0.197
H -3.574 -0.141 0.266 0.034 -0.006 0.003 0.191
H -1.438 -2.056 -0.834 -0.007 0.002 0.008 0.212
H -2.870 -1.533 -1.726 0.007 0.000 0.026 0.197
H -3.047 -2.523 -0.276 0.021 0.026 -0.021 0.208
C -1.742 0.713 -0.482 -0.090 -0.019 0.106 -0.402
C 1.579 -1.316 -0.108 -0.809 0.593 0.138 -0.854
C -1.756 1.966 0.394 -0.013 -0.089 -0.049 -0.616
C 0.986 -1.449 1.295 0.020 -0.023 -0.134 -0.631
H -0.712 0.389 -0.652 0.036 -0.015 0.004 0.206
H -2.153 0.955 -1.467 0.010 -0.015 0.017 0.195
H 2.197 -2.198 -0.331 0.252 0.159 -0.014 0.180
H 0.777 -1.336 -0.858 0.030 -0.015 0.029 0.168
H 1.775 -1.516 2.053 -0.030 -0.015 0.003 0.187
H -2.774 2.333 0.545 0.020 -0.014 -0.008 0.212
H -1.347 1.755 1.388 -0.002 0.001 -0.023 0.193
H -1.182 2.780 -0.056 -0.007 -0.021 0.018 0.205
H 0.375 -0.577 1.563 0.007 0.034 -0.039 0.172
H 0.335 -2.323 1.442 0.059 0.051 -0.001 0.188

***

15
Properties=species:S:1:pos:R:3:forces:R:3:nbo_charge:R:1 method="wB97M-V/def2-TZVPD" e_homo_ha=-0.297 orbital_gap_ev=8.749
C -1.930 -1.114 0.110 -0.824 0.692 -0.622 -0.398
C 1.663 -0.356 -0.157 -2.454 1.424 4.481 0.757
C -0.442 0.826 -0.157 3.160 -2.191 -1.989 0.785
N 2.638 0.647 0.197 -0.877 -0.460 -1.900 -0.851
N -1.534 0.195 0.320 0.014 4.622 3.670 -0.663
F 1.762 -0.957 -1.288 0.646 -0.210 -1.120 -0.302
F 1.691 -1.359 0.890 -0.309 1.665 -1.870 -0.390
F -0.185 2.016 0.375 -0.200 -0.082 0.605 -0.333
F -0.478 1.045 -1.531 0.014 -0.239 0.419 -0.377
H -2.979 -1.076 0.115 -1.462 -0.699 0.015 0.206
H -1.603 -1.232 -0.840 0.369 -1.214 -3.536 0.208
H -1.518 -1.926 0.594 1.007 -1.321 2.188 0.196
H 2.656 1.276 -0.628 0.267 -0.324 0.679 0.377
H 2.256 1.206 0.961 0.081 -0.340 -0.127 0.390
H -1.998 0.809 1.037 0.568 -1.324 -0.893 0.395

***

34
Properties=species:S:1:pos:R:3:forces:R:3:mulliken_spin:R:1 method="wB97M-V/def2-TZVPD" s2=0.751 e_homo_ha="-0.302 / -0.302" multiplicity=2 orbital_gap_ev="7.110 / 7.115"
Yb 1.254 -3.484 0.973 0.092 0.475 -0.982 1.012
S 2.712 -3.044 -1.066 0.359 -0.248 -0.203 -0.002
C 2.144 -1.432 -1.425 -1.156 0.915 1.526 -0.001
N 2.424 -0.868 -2.521 0.097 0.660 -1.309 0.001
N 2.006 0.362 -2.936 -0.018 -0.198 0.589 0.000
C 0.793 1.063 -2.529 -0.157 0.461 0.415 0.000
C -0.447 0.513 -2.772 -0.107 1.173 1.036 0.000
C -1.606 1.149 -2.303 0.488 0.180 -0.316 0.000
C -1.534 2.401 -1.686 0.428 -1.312 -0.490 0.000
C -0.303 2.982 -1.516 0.287 0.859 0.180 0.000
C 0.823 2.311 -1.892 2.675 -0.683 -0.752 0.000
N 1.336 -0.642 -0.520 0.276 -0.488 -0.318 0.001
N 0.804 -1.206 0.449 -0.224 0.066 -0.064 -0.004
C -0.020 -0.329 1.266 0.086 -1.698 -0.305 0.000
C -1.115 -0.889 1.944 1.486 -1.122 -1.772 0.000
C -1.875 -0.037 2.669 -0.015 0.069 -0.137 0.000
C -1.597 1.292 2.787 1.592 1.020 -0.462 0.000
C -0.440 1.813 2.160 -1.432 -0.048 0.779 0.000
C 0.318 0.992 1.371 0.264 0.364 0.215 0.000
H 2.240 0.413 -3.912 -0.124 0.313 -0.101 0.000
H -0.430 -0.430 -3.214 -0.551 -1.498 -0.822 0.000
H -2.549 0.675 -2.490 -0.365 -0.097 0.097 0.000
H -2.378 2.891 -1.295 -1.164 0.434 0.177 0.000
H -0.184 3.988 -1.116 -0.205 -0.284 0.132 0.000
H 1.838 2.722 -1.734 -0.734 -0.007 0.018 0.000
H -1.410 -1.960 1.800 0.463 1.138 0.213 0.000
H -2.699 -0.477 3.100 -1.938 -0.497 1.222 0.000
H -2.219 1.915 3.388 -0.318 0.425 0.313 0.000
H -0.159 2.843 2.303 -0.032 0.197 -0.030 0.000
H 1.191 1.364 0.877 0.321 0.077 -0.241 0.000
S 1.930 -2.889 3.287 -0.041 -0.215 0.829 -0.003
S 1.102 -4.826 3.177 -0.009 -0.127 0.593 -0.002
S -0.939 -4.686 2.751 0.268 0.113 -0.540 0.000
S -1.012 -4.490 0.624 -0.594 -0.416 0.509 -0.002

***

21
Properties=species:S:1:pos:R:3:forces:R:3:nbo_charge:R:1 method="wB97M-V/def2-TZVPD" charge=+1 e_homo_ha=-0.538 orbital_gap_ev=11.618
C 1.299 0.253 0.243 -0.110 -1.475 0.503 -0.226
C 1.102 -1.303 0.080 1.581 2.120 -2.126 0.102
C -0.200 -1.791 -0.536 0.659 -0.679 0.888 -0.661
O 2.254 -1.469 -0.768 0.684 0.464 -0.890 -0.792
N 0.959 0.991 -1.037 -2.635 -0.117 1.533 -0.695
H 0.790 0.596 1.146 -0.240 0.550 -0.772 0.241
H 2.360 0.426 0.359 0.149 -0.161 0.256 0.238
H 1.352 -1.755 1.017 -0.391 -0.388 0.728 0.205
H -0.733 -1.239 -1.286 0.144 1.037 -0.305 0.214
H -0.868 -1.914 0.319 -0.249 -0.622 -0.411 0.234
H 0.087 -2.701 -1.074 -0.566 -0.365 0.604 0.244
H 2.515 -2.256 -1.257 -0.899 -0.573 0.509 0.508
H 1.288 0.491 -1.859 0.640 0.132 -0.005 0.453
H 1.268 1.956 -0.905 0.223 -0.197 -0.623 0.451
H -0.101 1.064 -1.089 1.328 0.030 0.170 0.470
H -1.131 3.000 0.487 -0.261 -0.034 0.405 0.495
H -1.239 1.687 1.369 -0.617 0.293 -0.107 0.519
O -0.912 2.066 0.544 0.747 0.210 -0.593 -1.008
H -3.804 1.285 1.215 -0.263 -0.369 -0.004 0.495
H -3.244 -0.162 1.538 -0.524 0.125 -0.028 0.489
O -3.042 0.775 1.495 0.600 0.018 0.267 -0.977